#a
Molecular formula: CH5ClN2
Method: DFT, ωB97M-V/def2-TZVPD

The lowest unoccupied orbital energy (spin up / spin down) comes out at -0.0500 / -0.0502 Eh. The HOMO-LUMO gap (spin up / spin down) comes out at 7.7 / 7.8 eV.

```
9
Properties=species:S:1:pos:R:3:lowdin_charge:R:1
C -1.1541 0.1530 -0.5177 -0.21
N -0.3993 -0.6575 0.4624 -0.13
N 2.2329 0.4855 0.6965 -0.53
Cl 3.2522 -0.1088 -0.2811 0.63
H -0.3462 0.3790 -1.2996 0.08
H -1.9246 -0.6149 -0.9175 0.08
H -1.5900 1.0628 -0.0427 0.06
H -0.6262 -0.3936 1.4723 0.08
H 0.5554 -0.3056 0.4276 -0.08
```


#b
Molecular formula: CH5ClN2
Method: DFT, ωB97M-V/def2-TZVPD

The lowest unoccupied orbital energy (spin up / spin down) comes out at 0.0322 / 0.0004 Eh. The HOMO-LUMO gap (spin up / spin down) comes out at 9.4 / 8.1 eV.

```
9
Properties=species:S:1:pos:R:3:lowdin_charge:R:1
C -1.5377 1.0399 -0.0134 -0.50
N 1.0465 -1.0015 0.1622 -0.12
N 1.4089 0.3082 0.4055 -0.04
Cl -2.2513 -0.4900 0.0869 0.55
H -1.2613 1.5155 -0.9354 0.01
H -0.9694 1.0911 0.8766 -0.04
H 0.0712 -1.2756 0.3981 0.01
H 1.3204 -1.5619 -0.6718 0.10
H 2.1727 0.3742 -0.3087 0.04
```


Least stable structure: #a


#a
Molecular formula: C3H7N2P
Method: DFT, ωB97M-V/def2-TZVPD

The lowest unoccupied orbital energy (spin up / spin down) comes out at -0.0228 / -0.0057 Eh. The HOMO-LUMO gap (spin up / spin down) comes out at 7.5 / 8.1 eV.

```
13
Properties=species:S:1:pos:R:3:lowdin_charge:R:1
C 1.0791 -1.0454 0.0588 -0.12
C -0.2053 -1.3623 0.1823 -0.29
C 1.4902 0.4050 -0.2051 -0.31
N 0.4136 1.2392 0.1625 0.06
N -1.1350 -0.4206 0.3534 -0.30
P -2.4946 0.2484 -0.2311 0.76
H 1.7319 -1.8838 0.0936 0.08
H -0.6426 -2.3272 0.2731 0.11
H 2.3015 0.7758 0.4564 0.11
H 1.8076 0.3031 -1.3146 0.13
H 0.4112 1.6890 1.0601 0.05
H -2.2418 0.9021 -1.3088 -0.18
H -2.5159 1.4767 0.4192 -0.11
```


#b
Molecular formula: C3H7N2P
Method: DFT, ωB97M-V/def2-TZVPD

The lowest unoccupied orbital energy comes out at 0.0364 Eh. The HOMO-LUMO gap comes out at 9.4 eV.

```
13
Properties=species:S:1:pos:R:3:lowdin_charge:R:1
C 1.5112 -0.1445 0.6352 -0.12
C 0.7057 0.0190 -0.7021 -0.16
C 0.2294 -0.2678 1.5031 -0.22
N -0.7581 -0.3556 -0.3086 -0.46
N -0.9058 -0.3553 1.0228 -0.15
P -2.2566 0.4716 -0.5761 0.80
H 1.8874 -1.1757 0.4057 0.11
H 2.3643 0.5092 0.9572 0.11
H 0.6710 1.1413 -1.2156 0.14
H 0.7675 -0.7330 -1.4378 0.07
H 0.2211 -0.1553 2.6421 0.12
H -2.8074 -0.4522 -1.5799 -0.12
H -1.6296 1.4983 -1.3461 -0.13
```


Least stable structure: #a